9 unconnected molecules or ions with the total composition C18H54O9, computed with wB97M-V/def2-TZVPD.

Properties
DFT total energy = -37956.743 eV
2S+1 = 2
Gap between HOMO and LUMO (spin up / spin down) = 0.3547 / 0.1146 Ha
HOMO level (spin up / spin down) = -12.044 / -12.044 eV
Total charge = +1
Energy relative to the best compared isomer or geometry (same formula, charge and spin) = 35.9 kcal per mole

```
81
Properties=species:S:1:pos:R:3:forces:R:3:lowdin_charge:R:1
C -2.362 0.371 2.628 0.2658 -0.2242 -0.8266 -0.101
C -3.375 0.147 3.687 -0.2211 1.0131 0.8920 -0.320
O -4.067 1.374 4.000 0.3207 -0.6633 -0.1729 -0.076
H -1.895 -0.605 2.489 0.2590 -0.0473 -0.3321 0.076
H -1.577 1.069 2.918 -0.1467 0.0913 0.1395 0.073
H -2.803 0.686 1.683 0.0200 0.0324 -0.0214 0.058
H -2.799 -0.153 4.563 -0.2836 -0.3649 0.2914 0.114
H -4.108 -0.614 3.420 0.0972 -0.2081 -0.0756 0.113
H -4.527 1.169 4.817 -0.2542 0.3782 0.1089 0.079
C 1.740 0.611 -0.124 0.4258 0.1114 0.6007 -0.050
C 0.552 -0.300 -0.328 1.4914 0.2637 -0.4331 -0.265
O -0.549 0.489 -0.741 -0.0357 0.6230 -0.0596 -0.098
H 2.629 0.037 0.135 -0.0596 -0.1150 0.1657 0.075
H 1.548 1.294 0.703 0.0538 0.1062 0.1266 0.072
H 2.058 1.205 -0.981 -0.3917 -0.1730 -0.2839 0.063
H 0.346 -0.838 0.597 -0.2076 0.0467 0.0510 0.114
H 0.828 -1.016 -1.102 -0.3066 -0.2537 -0.0813 0.108
H -1.316 -0.086 -0.686 -1.0988 0.0480 -0.1861 0.046
C 0.816 3.249 -2.682 0.2816 -0.3290 -0.5163 0.002
C -0.388 3.842 -1.923 0.6638 -0.4669 1.2037 -0.133
O -0.603 3.144 -0.712 -0.2088 3.5489 -0.5073 0.264
H 1.665 2.998 -2.047 -0.1943 0.6863 0.4151 0.079
H 1.111 4.017 -3.398 0.0265 0.0231 -0.0134 0.107
H 0.685 2.312 -3.224 -0.7989 0.1377 -0.0742 0.092
H -1.340 3.802 -2.453 -0.6175 -0.8710 -0.7196 0.174
H -0.378 4.915 -1.731 0.6459 -0.0619 0.5360 0.147
H -0.668 2.192 -0.810 0.2309 -3.3377 -0.2770 0.072
C -2.117 0.832 -4.400 0.3858 -0.1476 0.0346 -0.090
C -3.144 -0.018 -5.139 -0.3397 -0.2353 2.1202 -0.370
O -2.966 0.058 -6.475 0.2321 0.4684 -2.8526 -0.036
H -1.972 0.469 -3.382 0.1281 -0.0096 0.0558 0.044
H -2.447 1.870 -4.357 -0.2038 0.0848 0.0030 0.065
H -1.167 0.859 -4.933 0.1044 -0.3354 0.0516 0.077
H -4.102 0.384 -4.810 -0.5508 -0.0994 -0.2217 0.107
H -3.164 -1.086 -4.922 0.3644 0.0348 1.0541 0.111
H -3.017 -0.827 -6.843 -0.0166 0.2377 -0.2356 0.100
C 2.073 1.839 4.088 0.4435 -0.8729 -0.3313 -0.079
C 2.641 3.082 3.435 -0.1747 -1.6061 0.0688 -0.354
O 1.854 4.158 3.773 -0.4493 1.8960 0.3128 -0.054
H 1.030 1.690 3.808 -0.0437 -0.1046 -0.2486 0.059
H 2.089 1.775 5.176 0.2728 0.5389 0.0196 0.083
H 2.700 1.031 3.711 -0.3018 -0.4647 0.0316 0.041
H 2.572 2.974 2.353 0.5210 -0.3859 -0.2535 0.098
H 3.694 3.165 3.705 -0.1031 0.6284 0.0820 0.112
H 1.123 4.111 3.153 -0.2267 0.3944 0.3025 0.082
C 1.108 -3.743 1.372 0.1601 1.0333 -0.1733 -0.057
C 2.493 -3.088 1.172 -0.5782 -1.9647 0.7520 -0.297
O 2.703 -3.230 -0.203 0.2432 0.6069 -1.0715 -0.091
H 0.814 -3.781 2.421 0.0089 -0.1790 -0.0958 0.082
H 1.081 -4.716 0.881 0.3264 -0.1823 0.4322 0.090
H 0.368 -3.175 0.809 -0.1672 0.2826 0.1903 0.037
H 3.196 -3.740 1.690 0.2977 0.1316 0.2636 0.111
H 2.628 -2.084 1.575 -0.3488 0.2386 -0.2452 0.090
H 3.590 -2.998 -0.486 0.1333 0.0332 0.1383 0.110
C -4.364 1.146 -1.413 0.5926 -0.4743 0.4494 -0.052
C -4.340 -0.340 -0.996 -0.6693 0.9297 -0.6997 -0.270
O -3.043 -0.718 -0.577 0.4918 -0.1492 0.3632 -0.114
H -5.372 1.552 -1.498 0.0423 -0.2520 -0.2981 0.086
H -3.778 1.271 -2.323 -0.3876 0.0215 -0.2168 0.039
H -3.857 1.769 -0.676 -0.0264 -0.1146 0.3928 0.065
H -4.594 -0.954 -1.860 -0.2964 -0.0187 -0.0748 0.112
H -5.052 -0.548 -0.198 -0.0881 0.1454 0.0248 0.119
H -3.180 -1.517 -0.063 0.3771 -0.1675 0.0898 0.101
C 4.776 -1.208 3.383 0.3373 -0.1355 0.1691 -0.092
C 5.453 -0.331 2.334 -0.4545 -1.0405 0.2859 -0.325
O 5.096 1.017 2.485 0.0067 0.4244 -0.1081 -0.076
H 5.228 -1.004 4.353 -0.0405 -0.0881 0.1472 0.078
H 4.942 -2.260 3.151 0.0552 -0.0827 0.0739 0.071
H 3.702 -1.052 3.491 0.0015 0.1761 -0.2659 0.055
H 5.154 -0.679 1.345 0.0316 0.3187 -0.1916 0.100
H 6.531 -0.457 2.434 0.1498 -0.0453 -0.2197 0.115
H 5.533 1.284 3.297 -0.0658 0.4309 0.1054 0.089
C -0.887 -2.552 -3.162 -1.4507 -0.8985 0.0600 -0.088
C -0.451 -3.552 -2.106 0.6827 0.5066 -0.3536 -0.319
O 0.947 -3.647 -2.306 0.0339 -0.2175 0.0919 -0.079
H -0.231 -1.682 -3.129 -0.1662 -0.0623 -0.1168 0.071
H -1.925 -2.301 -2.943 -0.1281 0.5583 0.0387 0.056
H -0.953 -2.997 -4.155 0.5721 0.0805 -0.0866 0.080
H -0.897 -4.546 -2.107 -0.2702 -0.0381 -0.6203 0.115
H -0.765 -3.147 -1.144 0.4765 0.2464 0.4725 0.081
H 1.446 -3.668 -1.486 0.1181 -0.0696 0.3531 0.026
```
Forces are in eV/Å.